Entry 1:
C7H15O2P | wB97M-V/def2-TZVPD

Structure (XYZ):
```
25
Properties=species:S:1:pos:R:3:nbo_charge:R:1
C -1.45 -1.45 2.08 -0.627
C -1.07 -0.71 0.83 0.050
O -0.72 -1.72 -0.14 -0.545
C -0.51 -1.18 -1.44 -0.064
C 0.68 -0.15 -1.56 -0.472
C 0.54 1.02 -0.53 -0.260
C 1.87 1.72 -0.27 -0.639
P -0.89 2.14 -0.76 0.314
C 0.15 0.19 1.08 0.110
O 1.33 -0.55 1.39 -0.751
H -0.67 -2.04 2.51 0.212
H -2.33 -2.11 1.81 0.222
H -1.68 -0.83 2.88 0.217
H -1.96 -0.03 0.39 0.191
H -1.38 -0.69 -1.83 0.168
H -0.22 -2.00 -2.11 0.199
H 1.58 -0.57 -1.29 0.213
H 0.91 0.35 -2.53 0.220
H 2.17 2.24 -1.07 0.199
H 2.73 0.90 -0.04 0.215
H 1.97 2.27 0.68 0.225
H -1.48 1.06 -1.30 -0.048
H -0.78 2.71 -2.02 -0.032
H -0.07 0.95 1.90 0.193
H 1.27 -1.51 1.35 0.489
```

Charge ... 0
Calculated total energy ... -20883.194 eV
HOMO level ... -9.179 eV
Max |F| ... 5.9 eV/Å
Energy above the lowest of the compared OMol25 structures with the same formula, charge and spin ... 2.675 eV
Multiplicity ... 1
Orbital gap ... 10.0631 eV

***

Entry 2:
C7H15O6 | wB97M-V/def2-TZVPD

Structure (XYZ):
```
28
Properties=species:S:1:pos:R:3:nbo_charge:R:1
O -17.66 -8.43 8.46 -0.770
C -16.65 -7.98 7.65 0.926
O -16.41 -8.60 6.57 -0.838
O -16.14 -6.86 7.92 -0.797
H -18.08 -9.06 7.85 0.482
C -20.13 -7.90 12.45 -0.252
O -20.67 -7.59 11.19 -0.545
C -20.40 -8.64 10.25 -0.098
C -20.63 -8.08 8.85 -0.080
O -20.39 -8.97 7.81 -0.526
C -21.22 -10.11 7.79 -0.097
C -21.01 -10.96 6.55 -0.089
O -20.11 -12.02 6.70 -0.546
C -18.75 -11.54 6.74 -0.267
H -19.04 -7.81 12.39 0.175
H -20.37 -8.87 12.90 0.161
H -20.44 -7.06 13.08 0.184
H -21.11 -9.45 10.45 0.148
H -19.35 -8.92 10.38 0.201
H -20.00 -7.19 8.79 0.226
H -21.63 -7.61 8.79 0.149
H -22.28 -9.83 7.88 0.156
H -21.08 -10.74 8.67 0.172
H -20.71 -10.36 5.67 0.179
H -21.99 -11.28 6.19 0.180
H -18.40 -11.27 7.73 0.186
H -18.65 -10.79 5.96 0.197
H -18.15 -12.36 6.36 0.182
```

Charge ... -1
Calculated total energy ... -19787.003 eV
HOMO level ... -3.724 eV
Max |F| ... 4.1 eV/Å
Multiplicity ... 1
Orbital gap ... 6.7863 eV

***

Entry 3:
C7H16 | wB97M-V/def2-TZVPD

Structure (XYZ):
```
23
Properties=species:S:1:pos:R:3:nbo_charge:R:1
C -0.31 -0.68 2.67 -0.629
C -0.63 0.51 1.66 -0.388
C 0.62 1.09 0.67 -0.405
C 0.27 1.82 -0.57 -0.412
C 1.24 1.97 -1.64 -0.619
H 0.04 -1.52 2.21 0.208
H 0.23 -0.17 3.50 0.219
H -1.19 -1.24 3.09 0.218
H -0.68 1.49 2.37 0.191
H -1.49 0.52 0.94 0.204
H 1.23 1.65 1.53 0.193
H 1.37 0.35 0.48 0.193
H 0.16 2.96 -0.34 0.195
H -0.76 1.41 -0.90 0.193
H 1.61 0.97 -1.92 0.193
H 0.90 2.66 -2.52 0.230
H 2.15 2.14 -1.10 0.216
C -0.61 -2.34 -2.23 -0.373
C -0.76 -3.04 -1.15 -0.384
H -0.14 -1.40 -2.28 0.193
H -1.19 -2.69 -3.08 0.188
H -0.46 -2.65 -0.24 0.182
H -1.61 -3.81 -1.13 0.194
```

Charge ... 0
Calculated total energy ... -7514.572 eV
HOMO level ... -10.262 eV
Max |F| ... 5.3 eV/Å
Energy above the lowest of the compared OMol25 structures with the same formula, charge and spin ... 4.325 eV
Multiplicity ... 1
Orbital gap ... 11.3532 eV

***

Entry 4:
C7H16BF4N12ORuS | wB97M-V/def2-TZVPD

Structure (XYZ):
```
43
Properties=species:S:1:pos:R:3:lowdin_spin:R:1
Ru 0.21 0.62 -0.68 2.425
N -0.08 1.24 1.39 0.019
N -0.33 2.60 1.64 0.006
C -0.29 3.52 0.66 0.036
N -0.41 4.79 1.02 0.016
S -0.13 3.12 -0.98 0.233
H -0.88 0.70 1.72 0.002
H 0.78 0.96 1.88 0.001
H -0.33 2.88 2.61 0.000
H -0.50 5.08 1.98 0.001
H -0.38 5.50 0.31 0.003
N -1.95 -0.51 -3.15 0.236
C -0.65 -0.57 -3.41 0.102
N -0.13 -1.02 -4.59 0.150
N 1.14 -0.95 -4.45 0.078
N 1.47 -0.46 -3.22 0.292
N 0.36 -0.22 -2.57 0.077
C -2.49 -0.13 -1.93 0.011
N -3.76 -0.17 -1.65 0.070
N -3.83 0.25 -0.37 0.014
N -2.66 0.52 0.09 0.047
N -1.76 0.29 -0.89 0.022
H -2.60 -0.81 -3.87 0.003
F 2.77 2.67 0.96 0.000
B 3.07 1.36 0.78 0.001
F 2.18 0.96 -0.49 0.045
F 2.51 0.57 1.79 0.000
F 4.32 1.03 0.44 0.000
C -1.45 -2.09 2.31 0.001
C -1.07 -2.30 0.87 0.006
O 0.11 -1.56 0.47 0.089
C 1.35 -2.17 0.94 0.005
C 2.31 -2.34 -0.20 0.002
H -2.31 -2.71 2.55 0.000
H -1.75 -1.05 2.51 0.000
H -0.64 -2.36 2.99 0.000
H -1.88 -1.97 0.21 0.000
H -0.88 -3.35 0.66 0.001
H 1.09 -3.14 1.37 0.001
H 1.76 -1.55 1.74 0.000
H 1.91 -3.03 -0.95 0.000
H 3.24 -2.77 0.18 0.000
H 2.56 -1.40 -0.68 0.001
```

Charge ... +1
Calculated total energy ... -52406.509 eV
HOMO level (spin up / spin down) ... -12.329 / -13.356 eV
Max |F| ... 0.4 eV/Å
Energy above the lowest of the compared OMol25 structures with the same formula, charge and spin ... 0.102 eV
Multiplicity ... 5
Orbital gap (spin up / spin down) ... 8.4562 / 6.0553 eV

***

Entry 5:
C7H16ClNSi | wB97M-V/def2-TZVPD

Structure (XYZ):
```
26
Properties=species:S:1:pos:R:3:nbo_charge:R:1
C -1.04 0.94 -2.42 -0.336
C -1.33 -0.22 -1.87 -0.705
C 2.34 -1.49 -1.36 -0.631
C -3.30 1.49 0.65 -0.420
C -1.01 1.82 1.50 -0.395
C 2.09 -2.20 -0.02 -0.497
C 1.51 -1.43 1.12 -0.308
N -1.96 0.99 0.86 -0.905
Si -1.53 -0.47 -0.01 1.411
Cl -2.94 -1.93 -0.07 -0.408
H -0.58 1.02 -3.31 0.181
H -1.11 1.92 -1.83 0.182
H -1.02 -1.10 -2.42 0.215
H 2.46 -2.21 -2.17 0.212
H 1.41 -1.01 -1.80 0.227
H 3.34 -1.01 -1.31 0.218
H -3.56 2.23 1.50 0.196
H -3.50 2.05 -0.29 0.185
H -4.03 0.66 0.68 0.211
H -1.00 1.86 2.64 0.191
H 0.05 1.36 1.26 0.194
H -0.95 2.85 1.06 0.189
H 1.36 -3.06 -0.15 0.213
H 2.92 -2.83 0.22 0.221
H 1.42 -0.35 1.19 0.180
H 1.10 -1.97 1.95 0.180
```

Charge ... 0
Calculated total energy ... -29405.466 eV
HOMO level (spin up / spin down) ... -7.909 / -7.429 eV
Max |F| ... 4.5 eV/Å
Energy above the lowest of the compared OMol25 structures with the same formula, charge and spin ... 5.098 eV
Multiplicity ... 1
Orbital gap (spin up / spin down) ... 7.3559 / 7.8620 eV

***

Entry 6:
C7H16CuO4 | wB97M-V/def2-TZVPD

Structure (XYZ):
```
28
Properties=species:S:1:pos:R:3:lowdin_spin:R:1
C 2.04 0.39 0.48 0.003
O 1.09 -0.22 -0.37 0.025
H 1.76 1.45 0.56 0.000
H 1.99 -0.08 1.46 0.000
H 3.05 0.29 0.05 0.000
C -2.30 1.42 -1.42 0.716
O -1.22 0.59 -1.43 0.175
C -0.06 1.01 -2.17 0.026
C 1.05 0.00 -1.92 0.001
O -0.67 -2.54 0.43 0.277
C -1.31 -2.70 1.66 0.022
C -1.03 -1.52 2.59 0.012
O -1.21 -0.31 1.84 0.024
C -1.00 0.90 2.55 0.004
H -3.28 0.93 -1.50 0.037
H -2.10 2.39 -0.97 0.041
H 0.23 2.01 -1.81 0.002
H -0.33 1.06 -3.23 0.005
H 0.92 -0.78 -2.68 0.000
H 2.10 0.20 -2.20 0.000
H -0.97 -3.62 2.18 0.007
H -2.41 -2.81 1.55 0.000
H 0.01 -1.55 2.94 0.000
H -1.71 -1.50 3.46 0.000
H -0.92 1.72 1.84 0.001
H -1.83 1.07 3.24 0.001
H -0.08 0.84 3.15 0.000
Cu -0.71 -0.72 0.03 0.623
```

Charge ... +1
Calculated total energy ... -60336.163 eV
HOMO level (spin up / spin down) ... -12.502 / -12.730 eV
Max |F| ... 3.7 eV/Å
Multiplicity ... 3
Orbital gap (spin up / spin down) ... 10.0082 / 7.7975 eV

***

Entry 7:
C7H16F2OSb | wB97M-V/def2-TZVPD

Structure (XYZ):
```
27
Properties=species:S:1:pos:R:3:nbo_charge:R:1
C 3.10 -0.64 0.31 -0.610
C 2.80 0.85 0.15 -0.411
C 1.67 1.11 -0.84 -0.772
Sb -0.33 0.81 0.05 1.261
C -0.59 -1.18 -0.98 -0.828
C -1.35 -2.28 -0.31 0.047
F -0.87 -2.52 1.00 -0.400
C -2.36 0.59 1.10 -0.896
C -3.39 1.34 0.40 0.853
O -3.69 2.48 0.41 -0.597
F -4.11 0.51 -0.47 -0.410
H 2.30 -1.15 0.86 0.222
H 4.04 -0.81 0.84 0.189
H 3.18 -1.12 -0.67 0.188
H 3.72 1.37 -0.16 0.176
H 2.53 1.27 1.13 0.197
H 1.78 0.47 -1.72 0.190
H 1.67 2.15 -1.18 0.207
H -1.13 1.57 -1.34 -0.262
H -0.20 2.39 0.85 -0.254
H 0.36 0.03 1.47 -0.254
H -1.11 -0.96 -1.92 0.214
H 0.43 -1.51 -1.22 0.196
H -2.41 -2.05 -0.21 0.156
H -1.25 -3.25 -0.82 0.137
H -2.63 -0.46 1.19 0.227
H -2.18 1.02 2.08 0.235
```

Charge ... -1
Calculated total energy ... -21536.292 eV
HOMO level ... -4.033 eV
Max |F| ... 0.6 eV/Å
Energy above the lowest of the compared OMol25 structures with the same formula, charge and spin ... 0.000 eV
Multiplicity ... 1
Orbital gap ... 7.7892 eV

***

Entry 8:
C7H16InNO7P3 | wB97M-V/def2-TZVPD

Structure (XYZ):
```
35
Properties=species:S:1:pos:R:3:lowdin_charge:R:1
C 2.35 3.16 2.09 -0.370
P 2.72 2.35 0.39 0.641
O 3.42 3.56 -0.58 -0.470
In 0.45 1.62 -0.47 0.411
C 0.04 -0.37 0.44 -0.265
O 0.59 1.58 -2.58 -0.235
C -0.31 2.39 -3.08 -0.581
N -1.08 3.22 -3.32 0.075
P -1.51 3.14 0.09 0.528
P -1.76 3.38 2.23 0.224
O -3.23 3.31 2.51 -0.415
O -1.07 2.14 3.13 -0.241
O -1.08 4.80 2.78 -0.234
H 2.34 2.33 2.83 0.026
H 3.13 3.92 2.28 0.022
H 1.32 3.60 2.00 -0.026
H 4.29 3.79 -0.22 0.010
H 0.45 -1.20 -0.17 -0.043
H -1.03 -0.57 0.68 -0.006
H 0.58 -0.39 1.43 -0.012
H -2.70 2.48 -0.36 -0.133
H -1.01 2.42 4.06 0.056
H -0.47 5.14 2.10 0.044
O -0.25 -3.52 0.82 0.127
C -0.39 -3.93 -0.30 -0.481
O -0.30 -3.14 -1.40 0.017
C -0.62 -3.91 -2.57 -0.158
C -0.37 -5.36 -2.17 -0.168
C -0.72 -5.35 -0.69 -0.082
H -1.66 -3.73 -2.84 0.128
H 0.02 -3.60 -3.40 0.127
H -0.95 -6.07 -2.76 0.112
H 0.69 -5.60 -2.30 0.117
H -1.78 -5.53 -0.52 0.130
H -0.11 -6.06 -0.13 0.123
```

Charge ... -1
Calculated total energy ... -56384.637 eV
HOMO level ... -4.273 eV
Max |F| ... 3.4 eV/Å
Multiplicity ... 1
Orbital gap ... 6.6723 eV

***

- What is the calculated total energy in the seventh record?
  -21536.292 eV

***

- Which formula does entry 8 have?
  C7H16InNO7P3

***

- The lowest max |F| belongs to which entry?
  C7H16BF4N12ORuS